C15H22N13O3STi as an isolated structure. Source: the Open Molecules 2025 dataset; level of theory: ωB97M-V/def2-TZVPD.

Calculated values
**Kohn-Sham gap (spin up / spin down)**: 5.898 / 7.012 eV
**Energy above the lowest of the compared OMol25 structures with the same formula, charge and spin**: 0.843 eV
**Total charge**: -1
**LUMO (spin up / spin down)**: 2.7 / 2.4 eV
**Multiplicity**: 3
**Max |F|**: 0.010 hartree/bohr
**E_tot**: -75377.769 eV
**HOMO (spin up / spin down)**: -3.247 / -4.563 eV

Geometry as XYZ:
```
55
Properties=species:S:1:pos:R:3:forces:R:3:lowdin_charge:R:1
Ti 0.5126 0.3528 -0.4148 0.013 0.468 -0.228 1.019
N -0.3337 5.3985 0.2409 -0.069 0.011 -0.057 0.003
C -0.3370 4.1059 0.7732 0.061 0.273 -0.020 -0.962
S -1.6132 3.7555 1.8888 0.076 -0.076 0.044 0.427
N 0.6307 3.3739 0.3056 -0.039 -0.325 0.115 -0.013
N 0.7152 2.0580 0.7479 0.025 -0.113 0.157 -0.148
C 0.9924 1.8409 2.0133 -0.004 0.030 -0.058 -0.131
C 1.1703 0.4998 2.4253 0.167 0.037 0.029 -0.264
C 1.5239 0.1307 3.7368 -0.041 -0.003 0.022 -0.032
C 1.7172 -1.1866 4.0446 -0.005 -0.039 -0.031 -0.086
C 1.5617 -2.1596 3.0281 0.023 -0.014 0.063 -0.079
C 1.2151 -1.7499 1.7729 0.005 0.072 -0.089 -0.133
N 1.0143 -0.4521 1.4467 -0.112 0.064 0.274 -0.023
H -0.7909 6.0648 0.8397 -0.005 0.020 -0.001 0.036
H 0.5730 5.6790 -0.1057 -0.018 0.003 0.010 0.068
H 1.1042 2.6588 2.7122 0.004 0.065 -0.008 0.114
H 1.6407 0.9112 4.4778 -0.003 -0.018 0.004 0.112
H 1.9943 -1.4829 5.0483 -0.004 0.004 -0.007 0.095
H 1.7133 -3.2115 3.2254 0.003 0.016 0.004 0.094
H 1.0759 -2.4584 0.9666 0.003 -0.016 -0.001 0.104
C 0.0289 1.8852 -3.1346 0.007 -0.022 0.111 -0.055
O -0.5480 1.6156 -1.8592 -0.044 -0.038 0.130 -0.310
C -1.9644 1.4116 -1.8923 0.134 0.013 -0.100 -0.165
C -2.4225 1.2833 -0.4680 -0.015 -0.060 0.136 -0.157
O -1.6023 0.2926 0.1815 0.057 -0.036 -0.491 -0.250
C -2.2489 -0.5368 1.1416 0.014 0.125 0.051 -0.142
C -2.6193 -1.8675 0.5443 -0.063 -0.098 0.087 -0.208
O -1.4488 -2.6336 0.4145 -0.035 -0.016 0.008 -0.209
C -1.6784 -3.8704 -0.2257 -0.006 0.051 -0.062 -0.110
H -0.3923 2.8100 -3.5312 -0.021 0.027 -0.018 0.097
H -0.1602 1.0515 -3.8134 -0.009 -0.025 -0.027 0.093
H 1.0973 2.0057 -2.9784 0.025 0.005 0.011 0.094
H -2.1720 0.5119 -2.4726 -0.017 -0.079 -0.043 0.109
H -2.4427 2.2824 -2.3484 0.000 0.037 -0.020 0.140
H -2.3090 2.2178 0.0866 -0.034 0.035 0.031 0.035
H -3.4676 0.9685 -0.4507 -0.029 -0.045 -0.012 0.138
H -3.1254 -0.0147 1.5279 -0.024 0.014 -0.014 0.136
H -1.5490 -0.6810 1.9631 0.029 -0.014 0.027 0.131
H -3.1034 -1.7318 -0.4324 0.025 0.019 -0.029 0.132
H -3.3364 -2.3662 1.2139 -0.007 -0.063 -0.004 0.130
H -2.1187 -3.7248 -1.2167 0.008 -0.001 0.006 0.075
H -2.3357 -4.5069 0.3802 -0.007 -0.013 0.000 0.084
H -0.7131 -4.3574 -0.3484 0.007 -0.009 0.007 0.087
N 2.4766 -2.1467 -1.7353 0.098 -0.032 0.072 0.137
C 1.1885 -2.1371 -2.2138 -0.126 0.036 -0.105 -0.478
N 0.6935 -3.0464 -3.0381 0.020 0.041 -0.093 0.031
N -0.5785 -2.6491 -3.2419 -0.008 -0.047 0.211 -0.088
N -0.8397 -1.5884 -2.5627 0.050 0.063 -0.070 -0.055
N 0.2804 -1.2181 -1.8861 -0.047 -0.127 0.100 -0.051
C 3.1260 -1.0065 -1.2891 -0.094 -0.046 -0.155 -0.492
N 4.4162 -0.9729 -1.0452 0.099 0.204 -0.044 0.024
N 4.6359 0.3066 -0.6458 -0.021 -0.082 0.022 -0.095
N 3.5489 0.9813 -0.6335 -0.062 -0.171 -0.092 -0.059
N 2.5303 0.1709 -1.0611 -0.007 -0.103 0.145 -0.084
H 3.0740 -2.8677 -2.1026 0.023 -0.002 0.005 0.135
```
Forces are in eV/Å.

=====

C12H7N3O9OsS as an isolated structure. Source: the Open Molecules 2025 dataset; level of theory: ωB97M-V/def2-TZVPD.

Calculated values
**Kohn-Sham gap (spin up / spin down)**: 6.817 / 5.683 eV
**Total charge**: +2
**LUMO (spin up / spin down)**: -8.9 / -10.5 eV
**Multiplicity**: 5
**Max |F|**: 0.010 hartree/bohr
**E_tot**: -48733.033 eV
**HOMO (spin up / spin down)**: -15.716 / -16.185 eV

Geometry as XYZ:
```
33
Properties=species:S:1:pos:R:3:forces:R:3:lowdin_charge:R:1
Os 0.8717 1.0503 -0.7078 -0.474 0.050 0.253 1.864
O -4.2188 2.8099 -3.2111 -0.062 0.029 -0.006 0.185
C -3.2594 2.6570 -4.1082 0.058 -0.160 0.022 -0.466
O -3.4147 2.7815 -5.2827 -0.037 0.098 -0.074 0.183
C -1.8832 2.2735 -3.6205 -0.179 0.020 0.125 0.011
C -0.7997 2.1400 -4.4786 0.130 0.009 -0.131 0.095
N 0.2652 1.7684 -3.7601 -0.016 0.011 -0.034 0.098
N -0.0654 1.6574 -2.4654 -0.016 -0.126 0.194 -0.100
C -1.3714 1.9514 -2.3771 0.274 0.003 0.021 -0.113
C -1.8972 1.8562 -1.0034 -0.106 0.089 -0.146 -0.439
O -2.9971 2.1236 -0.6567 -0.116 -0.029 0.159 0.225
O -0.9258 1.4129 -0.1485 0.332 -0.173 -0.092 -0.208
H -3.9553 2.6423 -2.2904 0.028 0.024 -0.034 0.095
H -0.7561 2.2985 -5.5464 0.018 -0.013 0.010 0.175
H 1.2080 1.6037 -4.0886 -0.010 0.008 0.020 0.189
O 2.0392 -0.1562 3.4603 -0.025 0.146 -0.060 -0.173
S 0.9249 0.7807 2.8074 0.032 -0.092 0.088 1.247
O -0.0892 -0.3031 3.3933 -0.008 0.127 -0.042 -0.171
N 1.0116 0.3300 1.2450 0.088 -0.085 -0.094 -0.331
C 1.0472 -1.0411 0.9742 -0.059 -0.067 -0.065 -0.442
O 0.9901 -1.3066 -0.2334 -0.072 0.127 0.063 0.049
C 1.1283 -1.9658 2.0913 -0.048 0.327 0.152 -0.057
C 1.2715 -3.3126 1.9786 -0.013 -0.053 -0.046 0.070
C 1.3324 -4.1030 3.1468 -0.004 0.000 0.084 0.058
C 1.2266 -3.5073 4.4307 0.005 -0.137 -0.105 0.014
C 1.0758 -2.1684 4.5902 -0.026 0.230 0.055 0.080
C 1.0436 -1.3032 3.4225 0.056 -0.414 -0.138 -0.380
H 1.3385 -3.7664 0.9978 -0.001 -0.032 0.018 0.151
H 1.4526 -5.1737 3.0607 0.000 0.005 0.005 0.137
H 1.2627 -4.1429 5.3053 0.000 -0.006 0.000 0.140
H 0.9844 -1.7015 5.5625 0.015 -0.008 -0.014 0.152
O 2.7886 0.8634 -0.6122 -0.044 0.115 -0.320 -0.154
O 2.3706 0.9509 -1.8756 0.282 -0.025 0.130 -0.187
```
Forces are in eV/Å.

=====

One molecule with the formula C4H8O2. Source: the Open Molecules 2025 dataset; level of theory: ωB97M-V/def2-TZVPD.

Calculated values
**Kohn-Sham gap**: 10.506 eV
**Energy above the lowest of the compared OMol25 structures with the same formula, charge and spin**: 2.554 eV
**LUMO**: 1.0 eV
**Multiplicity**: 1
**Max |F|**: 0.016 hartree/bohr
**E_tot**: -8370.728 eV
**SMILES**: CO[C@H]1C[C@H]1O
**HOMO**: -9.478 eV

Geometry as XYZ:
```
14
Properties=species:S:1:pos:R:3:forces:R:3:lowdin_charge:R:1
C 1.6694 -0.5729 -0.9823 0.232 -0.103 -0.169 -0.090
O 0.4559 0.1640 -0.9470 0.236 -0.002 -0.502 -0.160
C -0.5394 -0.4414 -0.1862 -0.275 -0.195 0.357 -0.295
C -0.4007 -0.0389 1.2669 -0.477 -0.306 0.219 -0.036
C -1.5093 0.5349 0.4241 -0.048 -0.273 0.088 -0.300
O -1.5637 1.8756 0.0545 0.301 -0.079 -0.031 0.004
H 1.5419 -1.4773 -1.5944 0.038 0.079 0.173 0.090
H 2.0387 -0.8667 0.0177 -0.342 0.164 -0.212 0.094
H 2.4391 0.0522 -1.4552 -0.355 -0.089 0.115 0.092
H -0.8416 -1.4477 -0.4852 0.011 0.248 -0.062 0.150
H 0.4893 0.5545 1.2805 0.300 0.484 0.621 0.104
H -0.5966 -0.6531 2.1459 0.005 0.031 -0.387 0.106
H -2.5231 0.1839 0.6214 0.385 -0.099 -0.057 0.150
H -0.6601 2.1329 -0.1607 -0.012 0.139 -0.154 0.091
```
Forces are in eV/Å.

=====

C47H34F5N3O3P2S3Sc as an isolated structure in a non-equilibrium geometry. Source: the Open Molecules 2025 dataset; level of theory: ωB97M-V/def2-TZVPD.

Calculated values
**Kohn-Sham gap**: 6.634 eV
**Energy above the lowest of the compared OMol25 structures with the same formula, charge and spin**: 1.971 eV
**Total charge**: -1
**LUMO**: 2.5 eV
**Multiplicity**: 1
**Max |F|**: 0.044 hartree/bohr
**E_tot**: -145281.690 eV
**HOMO**: -4.142 eV

Geometry as XYZ:
```
98
Properties=species:S:1:pos:R:3:forces:R:3:lowdin_charge:R:1
Sc 0.0140 1.1821 1.0186 -0.920 0.991 -1.023 0.697
S 0.2807 2.2495 -1.8068 -0.143 -0.022 0.561 0.386
P 0.3303 0.4256 -2.5717 -0.273 -0.669 -0.554 0.508
C -0.3717 -0.9576 -1.6765 1.425 1.091 1.049 -0.454
P 0.7103 -1.5046 -0.3777 -0.330 -1.747 -1.223 0.554
S 2.1655 -0.3657 0.3774 -0.240 0.362 0.114 0.441
C -0.1468 -2.5270 0.8694 0.233 0.072 0.044 -0.300
C 0.1767 -2.4004 2.2136 0.026 0.032 -0.056 -0.090
C -0.4169 -3.2277 3.1495 -0.019 -0.105 0.020 -0.081
C -1.3250 -4.1917 2.7411 0.011 -0.099 0.072 -0.098
C -1.6459 -4.3185 1.3968 -0.032 -0.117 0.020 -0.080
C -1.0587 -3.4929 0.4569 0.261 0.105 -0.010 -0.078
C 1.5678 -2.9194 -1.1683 0.177 0.103 0.116 -0.359
C 2.7230 -3.4055 -0.5724 0.037 0.041 -0.095 -0.113
C 3.3930 -4.4757 -1.1299 0.099 -0.110 0.060 -0.087
C 2.9025 -5.0762 -2.2792 0.108 -0.089 -0.113 -0.099
C 1.7371 -4.6076 -2.8634 0.008 -0.192 -0.066 -0.084
C 1.0633 -3.5371 -2.3041 0.010 0.135 0.007 -0.094
C -0.7405 0.2950 -4.0497 -0.007 0.181 0.044 -0.344
C -0.5369 -0.8327 -4.8390 -0.042 0.067 -0.036 -0.090
C -1.3722 -1.0937 -5.9056 0.030 -0.116 -0.045 -0.086
C -2.4123 -0.2213 -6.1949 -0.071 0.095 -0.061 -0.101
C -2.6046 0.9116 -5.4209 -0.167 -0.046 -0.161 -0.088
C -1.7747 1.1718 -4.3398 0.240 -0.022 0.085 -0.087
C 1.9666 0.2462 -3.3720 -0.203 -0.006 0.139 -0.328
C 2.1524 1.1445 -4.4232 0.003 -0.061 0.043 -0.109
C 3.3571 1.1997 -5.0929 -0.001 0.076 -0.122 -0.086
C 4.3913 0.3557 -4.7192 0.121 -0.073 0.050 -0.098
C 4.2147 -0.5256 -3.6681 0.137 -0.050 -0.050 -0.077
C 3.0091 -0.5787 -2.9870 -0.152 -0.091 0.025 -0.084
H 0.8762 -1.6436 2.5407 0.009 -0.110 -0.121 0.055
H -0.1721 -3.0933 4.1937 -0.002 -0.017 0.072 0.106
H -1.7818 -4.8489 3.4696 -0.048 -0.020 0.036 0.096
H -2.3588 -5.0668 1.0777 -0.056 -0.043 -0.012 0.101
H -1.3018 -3.5766 -0.5933 -0.063 -0.068 -0.009 0.108
H 3.1072 -2.9042 0.3051 0.073 -0.046 0.087 0.077
H 4.3014 -4.8326 -0.6662 0.088 -0.089 -0.004 0.098
H 3.4402 -5.8998 -2.7280 0.019 -0.083 -0.024 0.094
H 1.3522 -5.0750 -3.7610 0.008 -0.024 -0.026 0.098
H 0.1606 -3.1430 -2.7501 -0.044 0.025 -0.022 0.085
H 0.2898 -1.4877 -4.5936 -0.053 -0.149 -0.065 0.102
H -1.2278 -1.9802 -6.5083 0.049 -0.031 -0.049 0.098
H -3.0656 -0.4274 -7.0329 -0.046 0.025 -0.007 0.095
H -3.4102 1.5912 -5.6617 -0.057 0.055 0.026 0.098
H -1.9167 2.0531 -3.7253 0.013 -0.001 0.046 0.088
H 1.3371 1.8037 -4.6901 0.044 0.078 -0.106 0.100
H 3.4976 1.8995 -5.9051 -0.026 0.050 -0.044 0.099
H 5.3377 0.3916 -5.2402 0.067 0.010 -0.048 0.095
H 5.0186 -1.1802 -3.3658 0.100 -0.060 0.027 0.101
H 2.8939 -1.2581 -2.1579 0.088 0.043 -0.088 0.046
F -4.6334 4.3691 0.0414 0.240 -0.044 0.030 0.036
C -3.3329 4.2858 0.4345 0.216 -0.241 0.015 -0.270
C -2.6687 3.0752 0.3860 -0.002 -0.109 -0.035 -0.049
C -1.3370 2.9595 0.8128 0.000 1.085 0.061 -0.183
C -0.7186 4.1400 1.3014 -0.304 -0.168 -0.090 -0.153
C -1.4104 5.3511 1.2864 -0.196 -0.155 -0.024 -0.216
F -0.8109 6.5156 1.6695 -0.038 -0.126 -0.009 0.036
C -2.7205 5.4482 0.8678 0.063 0.121 0.005 0.042
C 0.6554 4.0223 1.8204 0.075 0.314 0.002 -0.207
C 1.1647 4.8637 2.8113 0.180 -0.007 0.025 0.002
C 2.4608 4.6867 3.2526 -0.165 -0.111 -0.217 -0.048
C 3.2317 3.6894 2.6777 0.039 -0.015 -0.106 -0.058
C 2.6530 2.8772 1.7175 0.448 0.111 0.049 -0.139
N 1.3957 3.0193 1.3096 -0.156 0.277 0.255 0.029
H -3.2082 2.2099 0.0119 -0.005 -0.016 0.027 0.109
H -3.2333 6.3964 0.8685 -0.051 0.072 -0.007 0.120
H 0.5458 5.6294 3.2486 -0.076 0.007 -0.049 0.112
H 2.8581 5.3209 4.0320 0.051 0.002 0.065 0.109
H 4.2486 3.5239 2.9945 0.110 -0.073 -0.039 0.104
H 3.2226 2.0782 1.2470 -0.150 0.049 0.154 0.086
C -2.2755 1.0031 5.1430 -0.223 0.035 -0.193 -0.059
C -2.6787 -0.3194 5.0188 -0.156 0.238 -0.065 -0.060
C -2.6730 -0.9137 3.7739 -0.027 0.110 -0.105 -0.013
C -2.2502 -0.1677 2.6711 -0.413 0.093 0.305 -0.197
N -1.7909 1.0810 2.8143 0.307 -0.684 -0.388 0.079
C -1.8104 1.6477 4.0106 -0.449 0.342 0.296 -0.146
C -2.3761 -0.6352 1.2746 -0.841 -0.853 -0.094 -0.270
C -3.4418 -1.4252 0.9257 0.561 0.566 0.760 -0.053
C -3.6170 -1.7962 -0.4439 0.024 -0.023 -0.646 -0.115
C -2.7941 -1.3160 -1.3810 -0.270 -0.060 0.207 -0.062
C -1.6560 -0.4019 -1.0356 -0.267 0.245 -0.566 -0.440
N -1.4221 -0.2180 0.4023 -0.453 0.765 -0.202 -0.098
H -2.2894 1.5180 6.0911 0.068 -0.001 0.072 0.109
H -2.9995 -0.8767 5.8871 0.001 -0.059 0.070 0.108
H -2.9617 -1.9462 3.6500 -0.029 -0.019 -0.080 0.107
H -1.4459 2.6672 4.0543 0.062 -0.001 0.037 0.121
H -4.1665 -1.7297 1.6644 -0.010 0.063 0.104 0.097
H -4.4323 -2.4578 -0.7049 -0.057 -0.070 -0.089 0.096
H -2.8954 -1.5376 -2.4362 -0.070 -0.090 -0.016 0.105
H -1.8727 0.5905 -1.5140 -0.011 -0.429 0.375 0.088
F 3.1225 -0.0077 5.7079 -0.337 0.144 0.094 0.124
C 2.7417 0.0361 4.4236 -0.092 0.077 0.001 -0.637
F 3.6167 0.8243 3.7906 -0.047 0.152 -0.179 0.121
F 2.8822 -1.1986 3.9398 -0.158 -0.127 -0.203 0.125
S 0.9674 0.6439 4.2464 1.450 -0.397 1.719 0.519
O 0.9652 1.9078 4.9230 0.087 0.256 -0.145 -0.255
O 0.2298 -0.4249 4.8508 0.060 -0.250 -0.250 -0.248
O 0.8332 0.7472 2.7968 0.521 -0.278 0.571 -0.437
```
Forces are in eV/Å.